No. 1
The following is a DFT calculation (ωB97M-V/def2-TZVPD) of 12 unconnected molecules or ions with the total composition C41H86F15N7O17 in a non-equilibrium geometry.

```
166
Properties=species:S:1:pos:R:3:forces:R:3:lowdin_charge:R:1
F 4.0642 -1.8976 6.4829 0.6 0.8 -1.2 0.118
F -1.7817 1.6091 -2.4286 -1.3 2.0 -0.9 0.179
F -4.5227 2.1391 -0.6195 -0.7 0.0 0.4 0.061
F 2.7833 -2.0841 4.7741 -0.3 -1.0 -1.2 0.135
F -5.5415 3.1187 1.0530 1.2 0.8 1.0 0.096
F -7.2347 -4.5512 -7.1106 -0.1 1.1 -0.3 0.140
F 2.3785 -0.7068 6.2823 -2.0 1.9 0.9 0.118
F -0.1067 -5.9079 -3.5234 0.5 0.5 0.0 0.159
F 0.9147 -6.8262 -1.8574 -0.2 -0.2 -0.1 0.114
F -6.6740 2.7133 -0.6466 0.8 -1.1 -0.4 0.120
F -5.1234 -4.1746 -7.1717 1.1 0.4 -1.3 0.145
F -6.0557 -4.6390 -5.3703 -0.2 0.2 1.1 0.089
F 2.0559 -6.4587 -3.6816 -1.9 1.6 1.2 0.062
F 0.0340 0.6719 -2.0061 0.2 -0.3 0.6 0.059
F -1.8903 -0.3507 -1.6966 0.8 0.7 1.1 0.129
O 5.6228 -0.5555 -2.3072 -3.1 1.6 -3.9 0.148
O -5.1650 0.2821 1.6916 2.8 0.6 0.6 -0.155
O 3.7194 -0.1323 3.3449 -1.6 -0.5 -2.3 -0.159
O 0.3278 -3.2243 7.3607 -1.7 5.3 -0.2 0.161
O 2.3427 5.2966 4.6059 1.4 -4.0 -3.3 0.117
O -6.7547 -1.5238 -7.3483 0.8 -3.4 3.2 -0.178
O 1.6710 1.5794 -4.5943 -0.3 -1.0 -1.7 0.038
O -3.6342 5.1678 3.4333 2.7 -0.8 -2.3 0.186
O 2.2497 -7.2236 2.5263 0.3 2.5 -1.7 0.162
O -5.4904 -1.5695 -5.4196 0.4 -1.1 -0.9 -0.100
O -1.3013 2.8633 0.0314 1.4 0.1 -1.7 -0.247
O -0.2022 1.0957 0.8597 0.5 -2.1 -1.3 -0.122
O 0.5385 -4.3226 -1.0703 -2.1 -0.8 1.7 -0.150
O 2.6689 -4.2622 -1.5382 -1.2 -2.0 -1.3 -0.255
O 4.3320 1.2613 5.0902 -2.1 -2.9 -0.4 -0.251
O 0.2761 5.2364 -3.8435 0.8 -0.6 1.7 0.169
O -7.3389 0.5309 1.4522 2.5 2.3 -2.6 -0.232
N 2.2375 3.0395 3.8484 -0.2 1.2 -1.2 0.104
N 2.7663 -5.2046 1.2434 -0.6 -0.4 1.6 0.114
N 1.4187 0.5972 -6.7665 0.2 1.5 -0.6 0.078
N -2.0849 5.0955 1.5576 -1.6 1.5 0.2 0.092
N 4.7895 0.5742 -4.2886 2.9 -0.4 -1.0 0.098
N 0.5699 4.3916 -1.6244 2.5 1.7 -0.4 0.101
N -0.2810 -0.9322 7.9470 1.4 -0.7 1.5 0.091
C -0.1975 -2.1387 7.0511 0.2 -5.1 -1.0 -0.344
C -6.2239 -3.9097 -6.5000 0.0 0.1 0.6 -0.572
C 4.6884 -0.3598 -3.0986 0.7 -2.4 3.9 -0.306
C 6.2543 0.7739 -4.8395 -0.8 0.6 0.7 0.065
C 1.9554 3.7994 -1.9393 -1.1 0.4 0.0 0.045
C -4.7866 -2.2899 -4.4654 0.3 0.2 1.0 -0.322
C 1.4135 -4.5445 -2.1237 2.5 2.6 0.4 -0.452
C 4.6265 -0.0839 2.1952 0.3 0.6 1.2 -0.223
C -1.2533 1.4775 -0.0451 -1.5 1.9 1.8 -0.368
C 0.3654 -0.6304 2.4609 -0.6 0.3 0.7 -0.084
C -0.0085 -0.3496 1.0197 1.4 -0.1 0.5 -0.225
C -1.2664 0.8420 -1.5345 1.3 -1.2 1.0 -0.512
C -2.8178 4.5271 2.8020 -2.6 0.2 1.7 -0.329
C -0.5981 1.3555 -5.4824 1.0 0.9 0.4 0.036
C 4.1782 -0.1038 4.6882 2.7 3.3 -0.3 -0.396
C 2.1997 1.6801 -7.5424 -0.7 -0.8 -0.3 0.047
C -0.8776 -1.9158 5.7044 0.3 0.4 0.9 0.027
C -2.5257 3.0894 3.0344 1.3 -0.6 1.5 0.028
C -6.4731 -2.3540 -6.1990 -1.2 3.4 -2.9 -0.337
C -3.9014 -1.3617 -3.6421 -0.1 0.2 -0.1 -0.081
C -3.5349 -1.0359 2.5510 0.1 -0.2 -0.2 -0.082
C 3.8909 -0.0843 0.8923 -0.9 -0.9 -0.2 -0.076
C 0.8061 -0.7886 9.0119 -0.3 -0.3 -0.4 0.054
C 0.3555 -6.0017 1.6888 -0.1 0.5 -0.6 0.019
C -1.6035 -3.7467 -0.0642 1.6 0.7 0.2 -0.048
C -0.1171 5.1932 -2.7136 -1.1 -0.3 -1.6 -0.375
C 0.8942 1.1766 -5.4602 0.1 0.6 1.5 -0.395
C 4.0315 4.6611 3.0339 0.6 0.2 -1.5 0.022
C -5.6949 2.1726 0.1214 -1.8 -0.4 1.1 -0.497
C 2.7660 -3.7984 1.8918 0.3 -1.3 -0.1 0.042
C -0.6187 -3.5174 -1.2108 -0.9 -0.8 -1.2 -0.252
C 2.8288 4.4184 3.8394 -1.9 3.7 4.9 -0.336
C 1.8336 -6.2728 1.9039 -1.0 -1.9 1.5 -0.318
C 3.3568 -1.1808 5.5466 1.7 -0.1 0.3 -0.541
C 1.0384 -5.9104 -2.8421 2.4 -1.4 0.7 -0.466
C -6.1231 0.7630 0.7888 -4.3 -2.5 0.8 -0.485
C 1.5563 2.7085 2.5594 -0.5 -1.8 0.6 0.003
C -2.8000 6.3101 0.9912 0.4 -0.2 0.2 0.030
C 3.2964 -1.0173 -2.9452 0.3 0.0 0.2 0.025
C -4.7245 -1.0684 1.5847 0.4 1.4 -0.2 -0.235
C -1.4066 5.8551 -2.3097 0.6 -0.5 -0.3 0.039
H 0.8096 3.4525 2.2817 0.6 0.2 -0.2 0.091
H -0.9037 1.8090 -6.4253 -0.3 -0.7 -0.4 0.109
H 0.6996 -1.5723 9.7619 0.0 0.1 -0.2 0.116
H 3.8468 4.4866 1.9739 -0.3 -0.2 -0.2 0.082
H -1.1732 6.8111 -1.8410 -0.3 0.1 0.0 0.100
H -0.0192 -5.1537 2.2620 0.5 0.5 -0.1 0.082
H 0.0144 -1.5573 5.1907 -0.2 -0.1 -1.0 0.071
H -1.1739 -3.7704 -2.1141 0.2 -0.1 -0.4 0.120
H 2.5179 -0.2836 -2.7360 0.2 0.4 0.3 0.072
H -2.1439 1.1896 0.5135 -0.6 -1.0 -0.8 0.134
H 2.8253 -1.6086 -3.7303 0.8 0.2 -1.0 0.095
H 4.9072 4.0441 3.2355 -0.2 -0.3 0.6 0.115
H -0.9945 -3.5591 0.8200 -0.3 0.1 0.6 0.045
H 2.5869 -5.1770 0.2498 -1.2 1.2 -2.2 0.090
H 0.4342 -1.6959 2.6802 0.0 -0.1 -0.3 0.071
H 5.1749 -0.5238 4.5528 0.4 -0.6 0.9 0.137
H -6.0129 0.1020 -0.0709 -0.1 -0.2 -1.0 0.117
H 1.9058 -3.1934 1.6053 0.2 -0.4 -0.5 0.077
H -0.7689 -1.0646 0.7055 -0.8 0.8 -0.1 0.101
H 3.7213 -3.3678 1.5916 -0.3 0.2 0.0 0.097
H 1.7399 -0.8708 8.4558 0.1 0.2 0.5 0.094
H 1.1960 -3.7434 -2.8300 -0.1 0.1 -1.0 0.121
H -0.4094 -0.2485 3.1256 -0.3 0.1 0.1 0.066
H -2.1991 6.7651 0.2038 0.1 -0.2 0.2 0.068
H -2.9188 7.0158 1.8134 -0.4 -0.1 -0.2 0.108
H -0.2397 -0.0363 7.4826 -0.5 0.0 -0.9 0.169
H 0.5992 0.3231 -7.2895 -0.5 0.0 -0.4 0.163
H 5.1641 0.8633 2.1497 0.3 0.2 0.8 0.113
H -1.9559 -4.7751 0.0155 -0.3 0.2 -0.4 0.092
H 2.2182 2.2883 1.8021 0.1 0.8 0.0 0.086
H 0.9733 1.8344 2.8491 -0.2 0.1 -0.4 0.067
H -3.7305 -0.3502 3.3754 -0.4 -0.3 0.2 0.067
H 0.5945 0.1950 9.4312 0.5 -0.1 0.2 0.112
H -2.7218 -0.5536 2.0086 0.3 -0.1 -0.1 0.033
H 1.7133 2.9272 -2.5466 0.5 0.1 -0.1 0.070
H -1.6626 -1.1611 5.6563 0.2 0.4 0.4 0.091
H -7.2914 -2.3653 -5.4791 -0.8 -0.3 -0.1 0.142
H 1.7067 2.6383 -7.3784 0.4 0.0 0.2 0.115
H -2.3704 -2.9738 -0.1167 -0.3 -0.4 0.0 0.071
H -4.4485 -0.5276 -3.2028 -0.4 0.0 -0.2 0.079
H 2.5627 4.5736 -2.4081 -0.4 -0.2 -0.5 0.102
H 3.7026 -5.5722 1.1515 0.7 -0.3 1.0 0.168
H -2.5329 2.9256 4.1120 -0.6 0.3 0.2 0.100
H 3.2384 1.5726 -7.2296 -0.2 0.6 0.1 0.084
H 4.3211 5.7111 3.0750 -0.2 -0.1 0.5 0.110
H 1.5827 2.7379 4.5558 -0.5 1.4 0.9 0.177
H -1.3610 -2.7881 5.2647 0.8 -0.3 0.2 0.110
H -4.3232 -1.2428 0.5864 0.1 -0.1 -0.4 0.095
H -5.5084 -1.8185 1.6902 -0.2 0.2 0.8 0.129
H -1.4978 2.7899 2.8295 0.0 0.1 -1.0 0.061
H -3.1150 -0.9058 -4.2437 0.3 -0.1 -0.1 0.045
H 6.7624 1.5289 -4.2395 -0.1 -0.3 0.2 0.106
H 6.1118 1.2081 -5.8290 0.2 -0.4 -0.1 0.097
H 0.8719 -0.7031 0.4831 0.1 0.5 -0.7 0.101
H -2.0247 5.2042 -1.6913 0.1 0.0 0.2 0.090
H 4.3765 1.4922 -4.2063 -0.6 0.2 0.6 0.157
H 0.1966 -5.7940 0.6306 0.1 0.3 -0.1 0.064
H 5.3743 -0.8767 2.2101 -0.1 -0.2 0.3 0.126
H 6.7840 -0.1774 -4.7888 -0.2 0.2 -0.2 0.113
H -4.2039 -3.0823 -4.9352 0.3 -0.1 0.1 0.110
H 1.3047 -0.1780 2.7791 0.2 -0.1 -0.3 0.048
H -1.1069 5.2994 1.7061 0.2 0.0 0.5 0.156
H -5.4348 -2.7564 -3.7235 -0.4 -0.3 -0.1 0.119
H -1.1533 -1.0173 8.4489 -0.8 0.1 0.0 0.185
H 0.6446 5.0763 -0.8856 0.7 0.9 0.3 0.159
H -3.7324 5.9709 0.5399 -0.1 0.1 0.4 0.123
H 2.1168 1.4095 -8.5950 0.1 0.1 0.0 0.112
H -0.0209 3.8033 -1.0544 -2.2 -2.6 0.5 0.088
H -3.4837 -1.8848 -2.7819 0.3 -0.2 -0.2 0.051
H -1.8728 5.9836 -3.2866 -0.3 0.4 0.3 0.115
H 2.5115 3.5322 -1.0407 -0.7 -0.2 0.3 0.089
H 2.7375 -3.9327 2.9731 0.2 -0.1 -0.1 0.089
H -1.1147 0.4480 -5.1698 -0.3 0.0 -0.3 0.108
H -0.3789 -6.7622 1.9539 0.9 -0.7 0.2 0.108
H 3.2998 -1.7888 -2.1753 0.4 0.1 0.5 0.078
H -0.3367 -2.4733 -1.3461 0.1 0.3 0.4 0.097
H -2.0997 4.3348 0.8934 0.2 -1.6 -1.0 0.086
H 2.9634 2.3935 4.1238 2.5 -1.9 0.1 0.098
H 2.0357 -0.1992 -6.8373 0.3 -0.9 0.9 0.157
H 3.1501 0.7153 0.8956 -0.1 0.0 -0.3 0.053
H -0.7931 2.1591 -4.7722 -0.1 -0.3 0.3 0.087
H 4.3335 0.1101 -5.0612 -0.7 -0.2 -0.1 0.137
H 4.5622 -0.0004 0.0376 0.3 0.4 0.2 0.065
H -3.1924 -2.0057 2.9119 0.0 -0.1 0.0 0.061
H -3.2244 2.3450 2.6527 -0.3 0.3 -0.6 0.110
H 3.3951 -1.0332 0.6878 -0.4 0.0 0.2 0.064
```
Positions in Å, forces in eV/Å.

Output
HOMO level	-0.298	Eh
Kohn-Sham gap	0.0603	hartree
E	-4772.854560	a.u.
charge	+2


No. 2
The following is a DFT calculation (ωB97M-V/def2-TZVPD) of a molecular structure, C21H20IrN5O7S2.

```
56
Properties=species:S:1:pos:R:3:forces:R:3:nbo_charge:R:1
Ir -0.0908 0.9855 0.9677 -0.1 -0.1 0.1 1.572
S -1.0592 5.3352 0.3517 0.0 0.0 0.0 0.580
S -2.1741 0.5296 -0.7638 0.1 0.0 -0.1 2.295
O -0.1338 -0.8837 1.5785 -0.1 0.0 -0.1 -0.703
O 1.9779 1.1211 1.0102 -0.1 0.0 0.0 -0.507
O -2.1101 0.8756 0.7123 -0.1 0.0 0.1 -0.868
O -0.2150 1.5069 2.8669 0.1 0.1 -0.1 -0.709
O 0.2406 0.7182 4.8965 0.1 0.1 -0.1 -0.523
O -2.7723 1.5011 -1.6111 0.0 0.0 0.0 -0.867
O 0.7743 -2.6696 2.5075 0.0 0.0 0.0 -0.543
N -0.5119 0.4648 -0.8917 0.0 0.0 0.2 -0.785
N -4.6503 -4.7053 -1.3991 0.0 0.0 0.0 -0.756
N -0.6617 -0.4053 -3.0264 0.0 0.0 0.0 -0.473
N -0.2060 2.9769 0.4809 0.0 0.0 -0.1 -0.474
N 1.4379 -0.2223 -1.9151 0.0 0.0 0.0 -0.487
C -3.6356 -1.2731 -2.0828 0.0 0.0 0.0 -0.112
C -4.0724 -3.4938 -1.2451 0.0 0.0 0.0 0.247
C 4.1186 0.2643 1.2212 0.0 0.0 0.0 -0.421
C 0.8603 -1.5133 2.2037 0.0 0.1 0.0 0.792
C 0.6083 3.6112 -0.4294 0.0 0.0 0.0 -0.039
C 0.5908 0.9429 3.7736 0.0 -0.2 0.0 0.781
C 2.1309 -0.7031 2.4483 0.0 -0.1 -0.1 -0.359
C 2.4997 1.6695 2.2831 0.0 -0.1 0.1 0.095
C 2.6710 -0.1841 1.1102 0.0 0.0 0.0 0.089
C 0.1195 -0.0867 -2.0000 0.0 0.0 0.0 0.526
C -0.0486 -0.9295 -4.0814 0.0 0.0 0.0 0.111
C -3.3117 -3.2085 -0.0946 0.0 0.0 0.0 -0.271
C 0.2815 4.9083 -0.6228 0.0 0.0 0.0 -0.425
C -2.7264 -1.9797 0.0682 0.0 0.0 0.0 -0.140
C -4.2207 -2.5019 -2.2370 0.0 0.0 0.0 -0.290
C 2.0285 -0.7441 -2.9894 0.0 0.0 0.0 0.099
C 1.3233 -1.1213 -4.1181 0.0 0.0 0.0 -0.307
C -2.8921 -1.0084 -0.9267 -0.1 0.0 0.0 -0.422
C 3.9997 1.5656 2.0588 0.0 0.0 0.0 -0.434
C 1.9990 0.6203 3.2803 0.1 0.1 0.0 -0.363
C -1.1322 3.7703 0.9685 0.0 0.0 0.0 -0.116
H -4.5869 -5.4013 -0.6789 0.0 0.0 0.0 0.405
H -0.6790 -1.1944 -4.9221 0.0 0.0 0.0 0.214
H 3.1049 -0.8597 -2.9372 0.0 0.0 0.0 0.209
H 2.4062 -0.7605 0.2305 0.0 0.0 0.0 0.259
H 2.0981 2.6698 2.4163 0.0 0.0 0.0 0.236
H -5.2377 -4.9018 -2.1883 0.0 0.0 0.0 0.403
H -4.8074 -2.7151 -3.1212 0.0 0.0 0.0 0.225
H 4.7266 -0.5009 1.6991 0.0 0.0 0.0 0.237
H 2.8359 -1.3853 2.9161 0.0 0.0 0.0 0.265
H 1.8162 -1.5416 -4.9813 0.0 0.0 0.0 0.245
H 4.5307 1.5151 3.0070 0.0 0.0 0.0 0.239
H 1.4016 3.0556 -0.9047 0.0 0.0 0.0 0.248
H -2.1410 -1.7673 0.9522 0.0 0.0 0.0 0.267
H -3.7455 -0.5080 -2.8383 0.0 0.0 0.0 0.248
H 4.5338 0.4645 0.2355 0.0 0.0 0.0 0.231
H -1.8554 3.4405 1.6994 0.0 0.0 0.0 0.277
H -3.1943 -3.9637 0.6717 0.0 0.0 0.0 0.230
H 0.7523 5.6196 -1.2798 0.0 0.0 0.0 0.272
H 2.6342 0.5726 4.1617 0.0 0.0 0.0 0.266
H 4.3698 2.4282 1.5087 0.0 0.0 0.0 0.232
```
Positions in Å, forces in eV/Å.

Output
2S+1	2
HOMO level (alpha / beta)	-0.406 / -0.406	Eh
Kohn-Sham gap (alpha / beta)	0.3001 / 0.1939	hartree
expectation value of S²	0.76
E	-2513.230486	a.u.
charge	+1